Record 1
CH3FO2S | the ωB97M-V functional and the def2-TZVPD basis

Summary:
- Total charge: 0
- HOMO-LUMO gap: 0.383 Eh
- Energy relative to the best compared isomer or geometry (same formula, charge and spin): 8.0 kcal/mol
- Highest occupied orbital energy: -9.82 eV

Each line ends with the Mulliken charge.
Element x y z (Å)
C: -0.72 0.21 0.15  -0.41
O: -0.71 0.08 -1.22  -0.46
O: 1.87 0.91 -0.08  -0.45
F: 1.40 -1.37 0.68  -0.30
S: 1.05 0.26 0.90  0.63
H: -1.04 1.24 0.37  0.30
H: -1.35 -0.50 0.68  0.36
H: -0.50 -0.82 -1.48  0.32


Record 2
C4H10OS2 | the ωB97M-V functional and the def2-TZVPD basis

Summary:
- Total charge: 0
- HOMO-LUMO gap: 0.346 Eh
- Energy relative to the best compared isomer or geometry (same formula, charge and spin): 16.7 kcal/mol
- Highest occupied orbital energy: -8.77 eV

Each line ends with the Mulliken charge.
Element x y z (Å)
S: -0.90 0.48 -0.96  -0.09
S: 1.99 -0.45 -1.85  -0.08
C: 0.20 -0.27 -2.16  -0.55
C: -0.37 -0.42 0.59  -0.58
C: 1.85 -1.37 -0.31  -0.70
C: 1.10 -0.55 0.80  -0.53
H: -0.27 -1.27 -2.22  0.28
H: 0.01 0.26 -3.11  0.33
H: -0.80 0.12 1.46  0.28
H: -0.81 -1.43 0.57  0.34
H: 1.31 -2.32 -0.47  0.37
H: 2.86 -1.61 0.06  0.32
H: 1.66 0.40 0.91  0.31
H: 1.17 -1.10 1.76  0.31
O: -3.32 3.08 1.87  -0.64
H: -2.50 2.56 1.73  0.32
H: -3.20 3.90 1.34  0.33


Record 3
C36H49IN3O4SW | the ωB97M-V functional and the def2-TZVPD basis

Summary:
- Spin multiplicity: 3
- Total charge: +1
- HOMO-LUMO gap (alpha / beta): 0.295 / 0.265 Eh
- Energy relative to the best compared isomer or geometry (same formula, charge and spin): 8.0 kcal/mol
- Highest occupied orbital energy (alpha / beta): -10.47 / -10.86 eV
- Expectation value of S²: 2.017

Each line ends with the Mulliken charge.
Element x y z (Å)
W: 0.14 0.07 0.24  0.83
C: 1.25 1.96 -0.44  -1.24
C: 0.38 2.42 0.61  0.24
C: 0.82 1.77 1.82  0.54
C: 1.94 0.95 1.45  -1.13
C: 2.25 1.11 0.08  1.38
C: 3.55 0.66 -0.57  1.75
C: 3.86 -0.80 -0.25  -1.48
C: 3.53 0.87 -2.08  -1.62
C: 4.64 1.56 0.04  -1.84
C: 0.53 2.04 3.32  2.58
C: 1.50 1.26 4.21  -1.93
C: 0.79 3.53 3.61  -1.95
C: -0.89 1.70 3.78  -1.79
C: -0.54 3.62 0.31  2.02
C: -0.83 3.74 -1.19  -1.68
C: -1.86 3.60 1.08  -1.56
C: 0.25 4.90 0.66  -1.63
H: 1.23 2.35 -1.44  0.60
H: 2.55 0.39 2.13  0.77
H: 3.07 -1.46 -0.61  0.10
H: 3.99 -0.97 0.83  0.27
H: 4.79 -1.10 -0.74  0.54
H: 2.82 0.22 -2.58  0.22
H: 4.52 0.64 -2.48  0.54
H: 3.31 1.90 -2.35  0.25
H: 4.71 1.44 1.12  0.32
H: 4.45 2.61 -0.18  0.39
H: 5.61 1.29 -0.39  0.47
H: 2.54 1.59 4.07  0.37
H: 1.46 0.19 4.05  0.28
H: 1.24 1.45 5.25  0.46
H: 1.69 3.89 3.11  0.35
H: 0.93 3.66 4.68  0.61
H: -0.05 4.16 3.32  0.24
H: -0.95 0.65 4.08  0.34
H: -1.65 1.88 3.03  0.14
H: -1.14 2.29 4.67  0.56
H: -1.19 2.82 -1.65  0.14
H: 0.05 4.08 -1.74  0.45
H: -1.60 4.50 -1.33  0.52
H: -2.42 2.68 0.88  0.09
H: -2.48 4.44 0.76  0.57
H: -1.72 3.70 2.15  0.21
H: 1.24 4.88 0.20  0.30
H: 0.38 5.07 1.72  0.24
H: -0.28 5.76 0.24  0.47
S: -1.89 0.45 -1.11  -0.79
C: -2.64 -0.13 0.33  0.66
C: -4.01 -0.34 0.55  -0.98
C: -4.40 -0.87 1.76  -0.82
C: -3.43 -1.21 2.72  -1.13
C: -2.12 -0.96 2.44  -0.53
N: -1.73 -0.40 1.28  1.21
H: -4.71 -0.09 -0.23  0.57
H: -5.44 -1.05 1.95  0.43
H: -3.71 -1.65 3.66  0.53
H: -1.34 -1.23 3.14  0.52
I: 1.80 -4.38 4.30  0.13
C: 1.37 -3.42 2.55  -1.22
C: 1.45 -3.92 1.26  -0.26
N: 1.07 -2.96 0.43  0.47
N: 0.75 -1.84 1.09  0.25
C: 0.93 -2.12 2.39  -0.36
H: 1.74 -4.89 0.89  0.57
H: 0.96 -2.99 -0.62  -0.04
H: 0.78 -1.36 3.14  0.07
O: 0.45 1.15 -3.48  -0.63
C: 0.22 0.08 -4.28  0.57
C: -0.15 0.37 -5.59  -0.84
C: -0.36 -0.66 -6.49  -0.38
C: -0.20 -1.99 -6.10  -0.95
C: 0.16 -2.27 -4.80  -0.92
C: 0.36 -1.25 -3.86  0.39
C: 0.70 -1.66 -2.48  0.40
O: 0.93 -2.84 -2.21  -0.82
O: 0.79 -0.71 -1.56  1.14
H: 0.73 0.78 -2.62  -0.57
H: -0.26 1.40 -5.89  0.48
H: -0.64 -0.43 -7.50  0.41
H: -0.36 -2.80 -6.80  0.42
H: 0.29 -3.29 -4.46  0.47
C: -3.53 -4.13 -1.63  -0.77
C: -3.50 -4.30 -0.11  -0.49
C: -2.06 -3.93 0.23  -0.58
O: -1.76 -2.86 -0.66  0.20
C: -2.34 -3.20 -1.93  -0.42
H: -4.47 -3.71 -1.98  0.29
H: -3.40 -5.09 -2.13  0.32
H: -3.75 -5.31 0.21  0.43
H: -4.18 -3.61 0.38  0.11
H: -1.38 -4.78 0.06  0.35
H: -1.92 -3.57 1.25  0.22
H: -1.58 -3.69 -2.55  0.15
H: -2.62 -2.26 -2.41  0.40


Record 4
C4H19NO7 | the ωB97M-V functional and the def2-TZVPD basis

Summary:
- Total charge: 0
- HOMO-LUMO gap: 0.361 Eh
- Energy relative to the best compared isomer or geometry (same formula, charge and spin): 50.6 kcal/mol
- Highest occupied orbital energy: -9.47 eV

Each line ends with the Mulliken charge.
Element x y z (Å)
O: -1.26 0.61 -0.31  -0.43
C: -0.65 1.61 -0.02  -0.11
C: 0.66 1.97 -0.71  0.20
C: 0.39 2.09 -2.24  -1.35
N: 1.70 1.01 -0.50  -0.30
C: 2.02 0.70 0.87  -0.51
O: 0.99 0.04 1.57  -0.52
H: -0.97 2.23 0.84  0.38
H: 0.90 3.00 -0.48  0.38
H: -0.03 3.07 -2.46  0.44
H: 1.27 1.87 -2.83  0.32
H: -0.40 1.40 -2.55  0.22
H: 1.56 0.19 -1.10  0.32
H: 2.94 0.12 0.88  0.26
H: 2.08 1.65 1.35  0.39
H: 0.51 -0.72 1.22  0.28
H: -1.56 -1.18 2.08  0.33
H: -2.18 -1.28 0.63  0.37
O: -2.14 -1.68 1.51  -0.73
H: 1.33 -1.31 -3.09  0.31
H: 0.55 -1.92 -1.89  0.24
O: 1.26 -1.31 -2.13  -0.64
H: 0.14 0.53 3.04  0.44
H: -0.29 1.81 3.76  0.29
O: -0.44 0.85 3.76  -0.66
H: -0.93 -2.85 0.92  0.43
H: -0.28 -3.57 -0.35  0.28
O: -0.13 -3.23 0.53  -0.65
H: -0.84 -0.57 -2.10  0.41
H: -2.34 -1.11 -2.05  0.30
O: -1.49 -1.18 -2.47  -0.68